w | Formula: C31H52NOSi4Ti
Source: OMol25
Level of theory: ωB97M-V/def2-TZVPD

Output
HOMO level (alpha / beta)	-0.092 / -0.123	hartree
charge	-1
2S+1	3
orbital gap (alpha / beta)	5.01 / 5.85	eV

CARTESIAN COORDINATES (ANGSTROEM)
C1 -0.47 2.34 -0.42
C2 -0.83 1.53 -1.53
C3 -1.78 0.56 -1.09
H1 -0.51 1.70 -2.55
C4 -2.03 0.79 0.31
C5 -1.23 1.90 0.71
H2 -2.76 0.27 0.93
C6 2.39 -0.48 -0.45
C7 1.81 0.24 -1.53
C8 0.76 -0.56 -2.08
H3 2.16 1.20 -1.91
C9 0.68 -1.77 -1.30
C10 1.66 -1.69 -0.26
H4 -2.34 -0.13 -1.71
H5 -1.24 2.36 1.70
H6 0.20 3.19 -0.44
H7 1.83 -2.44 0.52
H8 0.20 -0.40 -3.00
H9 3.26 -0.19 0.12
Ti1 0.15 0.08 -0.03
C11 -0.20 -2.97 -1.56
C12 0.61 -4.26 -1.31
C13 -0.70 -2.99 -3.02
H10 1.49 -4.26 -1.97
H11 -0.01 -5.13 -1.53
H12 0.94 -4.32 -0.27
H13 0.17 -2.98 -3.70
H14 -1.34 -2.12 -3.24
H15 -1.27 -3.90 -3.19
C14 -1.39 -2.83 -0.59
C15 -2.37 -4.00 -0.61
H16 -1.97 -1.93 -0.84
H17 -1.05 -2.75 0.46
O1 -2.05 -5.10 -1.05
N1 -3.63 -3.78 -0.12
C16 -4.17 -2.51 0.35
H18 -4.22 -4.60 -0.04
C17 -4.71 -1.64 -0.78
C18 -5.32 -0.42 -0.45
H19 -5.39 -0.15 0.61
C19 -5.80 0.42 -1.45
H20 -6.25 1.38 -1.17
C20 -5.72 0.03 -2.79
H21 -6.11 0.68 -3.57
C21 -5.14 -1.20 -3.12
H22 -5.08 -1.53 -4.16
C22 -4.64 -2.04 -2.12
H23 -4.22 -3.01 -2.37
H24 -3.39 -1.95 0.90
H25 -4.98 -2.72 1.07
C23 3.59 -1.28 3.08
Si1 3.87 0.57 2.86
C24 4.67 1.26 4.43
C25 5.17 0.91 1.52
Si2 1.74 1.37 2.23
Si3 0.47 1.23 4.20
C26 1.53 1.30 5.76
C27 -0.84 2.58 4.41
C28 -0.40 -0.44 4.10
Si4 2.31 3.62 1.80
C29 3.58 4.32 3.01
C30 3.03 3.67 0.05
C31 0.82 4.77 1.87
H26 4.55 -1.73 3.37
H27 3.26 -1.76 2.15
H28 2.86 -1.50 3.87
H29 5.68 0.82 4.49
H30 4.79 2.35 4.42
H31 4.14 0.98 5.35
H32 4.95 0.43 0.56
H33 5.32 1.98 1.34
H34 6.12 0.49 1.88
H35 2.18 2.18 5.78
H36 0.85 1.35 6.63
H37 2.15 0.40 5.88
H38 -1.64 2.52 3.67
H39 -1.30 2.44 5.40
H40 -0.41 3.59 4.39
H41 -1.11 -0.48 3.27
H42 0.31 -1.27 3.99
H43 -0.96 -0.60 5.04
H44 4.57 3.87 2.90
H45 3.66 5.40 2.82
H46 3.26 4.19 4.05
H47 2.31 3.35 -0.71
H48 3.32 4.71 -0.17
H49 3.94 3.05 -0.05
H50 0.02 4.50 1.16
H51 0.38 4.83 2.87
H52 1.16 5.78 1.60


x | Formula: C31H52NOSi4Ti
Source: OMol25
Level of theory: ωB97M-V/def2-TZVPD

Output
HOMO level (alpha / beta)	-0.077 / -0.119	hartree
charge	-1
2S+1	3
orbital gap (alpha / beta)	4.56 / 5.69	eV

CARTESIAN COORDINATES (ANGSTROEM)
C1 2.45 -0.75 0.16
C2 2.48 -1.47 -1.07
C3 2.00 -0.61 -2.09
H1 2.87 -2.47 -1.22
C4 1.66 0.65 -1.50
C5 1.97 0.58 -0.11
H2 1.31 1.54 -2.01
C6 -0.83 -2.66 0.73
C7 0.39 -3.13 0.13
C8 0.23 -3.05 -1.29
H3 1.25 -3.51 0.67
C9 -1.05 -2.48 -1.56
C10 -1.73 -2.26 -0.31
H4 1.99 -0.82 -3.15
H5 1.90 1.40 0.59
H6 2.81 -1.10 1.12
H7 -2.75 -1.89 -0.20
H8 0.88 -3.44 -2.07
H9 -1.05 -2.61 1.79
Ti1 0.24 -0.93 -0.41
C11 -1.47 -1.89 -2.89
C12 -3.01 -1.85 -2.93
C13 -0.89 -2.72 -4.03
H10 -3.38 -2.85 -2.67
H11 -3.39 -1.58 -3.92
H12 -3.38 -1.13 -2.19
H13 -1.19 -3.77 -3.93
H14 0.21 -2.71 -4.06
H15 -1.24 -2.35 -5.00
C14 -0.83 -0.47 -2.86
C15 -1.70 0.71 -3.18
H16 0.07 -0.45 -3.48
H17 -0.56 -0.15 -1.79
O1 -2.38 1.12 -2.22
N1 -1.58 1.29 -4.45
C16 -0.37 2.14 -4.64
H18 -2.43 1.82 -4.64
C17 0.91 1.39 -4.97
C18 2.16 1.98 -4.72
H19 2.18 2.97 -4.25
C19 3.35 1.34 -5.06
H20 4.31 1.82 -4.84
C20 3.32 0.08 -5.67
H21 4.25 -0.41 -5.95
C21 2.08 -0.53 -5.93
H22 2.04 -1.51 -6.40
C22 0.89 0.14 -5.61
H23 -0.08 -0.29 -5.89
H24 -0.19 2.73 -3.72
H25 -0.60 2.85 -5.45
C23 -3.54 -0.08 2.62
Si1 -2.05 -0.30 3.75
C24 -2.30 0.72 5.33
C25 -1.92 -2.08 4.37
Si2 -0.25 0.30 2.36
Si3 -0.43 2.65 2.23
C26 -1.32 3.48 3.68
C27 1.23 3.55 2.14
C28 -1.42 2.88 0.64
Si4 1.53 -0.27 3.80
C29 1.18 0.10 5.63
C30 1.78 -2.13 3.56
C31 3.13 0.65 3.40
H26 -4.43 -0.40 3.18
H27 -3.46 -0.70 1.71
H28 -3.68 0.96 2.31
H29 -3.01 0.14 5.95
H30 -1.39 0.86 5.91
H31 -2.75 1.70 5.13
H32 -2.13 -2.80 3.58
H33 -0.95 -2.32 4.82
H34 -2.69 -2.19 5.15
H35 -0.92 3.16 4.65
H36 -1.15 4.56 3.60
H37 -2.40 3.29 3.67
H38 1.78 3.35 1.22
H39 1.02 4.63 2.18
H40 1.88 3.31 3.00
H41 -0.86 2.58 -0.26
H42 -2.36 2.31 0.64
H43 -1.67 3.95 0.55
H44 0.46 -0.60 6.07
H45 2.13 -0.02 6.17
H46 0.83 1.12 5.78
H47 1.91 -2.40 2.51
H48 2.70 -2.42 4.10
H49 0.96 -2.73 3.97
H50 3.36 0.67 2.33
H51 3.11 1.68 3.77
H52 3.95 0.13 3.91


Out of the structures above, which one is the most stable? Solution: w.